Entry 1:
{"formula": "CH5O2P", "method": "wB97M-V/def2-TZVPD", "elements": ["P", "O", "O", "C", "H", "H", "H", "H", "H"], "coordinates": [[1.89804, 1.09951, 0.72173], [-0.55026, 0.70679, 0.79594], [-1.09524, 0.36384, -0.35576], [-1.14572, -1.03657, -0.52850], [-0.49467, -1.55227, 0.13085], [-0.60238, -1.29388, -1.53760], [1.98659, 0.93391, 2.11121], [1.99664, 2.63186, 0.84299], [-2.24180, -1.38940, -0.35564]], "forces_ev_per_angstrom": [[-0.61, 1.61, -0.31], [1.18, 0.47, 0.93], [-0.10, 0.23, -0.67], [-0.55, -1.22, -1.92], [0.38, -0.13, 1.29], [-1.88, 0.55, 1.34], [-0.11, -0.01, 0.29], [-0.33, -1.94, -0.12], [2.00, 0.44, -0.82]], "energy_ha": -532.70263, "largest_force_ev_per_a": 2.4}


Entry 2:
{"formula": "CH5O2PS2", "method": "wB97M-V/def2-TZVPD", "elements": ["S", "S", "P", "O", "O", "C", "H", "H", "H", "H", "H"], "coordinates": [[1.72527, -1.79387, 0.45736], [-0.24319, -0.73821, -1.92568], [-0.17853, -2.07929, -0.34567], [0.09378, 2.22616, 0.02524], [-0.42823, 0.67271, 1.56865], [-0.31615, 1.80521, 1.22309], [-0.07554, -3.08403, -1.21133], [-0.62442, 2.63657, 1.86974], [-1.50927, -0.39582, -2.04069], [1.09439, -0.76852, 1.01425], [0.46189, 1.51907, -0.63496]], "forces_ev_per_angstrom": [[0.26, -0.27, -0.63], [1.33, 1.15, -1.41], [-1.93, 0.66, 1.74], [1.07, -0.57, -1.32], [0.24, -1.11, 0.32], [-0.26, 0.33, -0.75], [0.94, -1.97, -0.88], [0.19, 0.22, -0.27], [-0.77, -0.01, 0.51], [0.20, 0.50, 0.72], [-1.25, 1.05, 1.97]], "energy_ha": -1329.30567, "smiles": "O=CO.SPS", "largest_force_ev_per_a": 2.7}


Entry 3:
{"formula": "CH5O2PS2", "method": "wB97M-V/def2-TZVPD", "elements": ["S", "S", "P", "O", "O", "C", "H", "H", "H", "H", "H"], "coordinates": [[-1.58094, 1.66017, -0.12738], [-1.49152, -1.64334, -0.32799], [-0.75241, -0.04558, 0.73844], [1.54744, 1.11894, -0.35854], [1.52863, -1.11703, 0.23214], [0.87619, -0.08254, -0.28751], [2.36581, -1.26786, -0.17864], [-1.78526, -2.14971, 0.78094], [0.91058, 1.77052, -0.07212], [-1.90324, 2.06934, 1.08262], [0.28473, -0.31291, -1.48195]], "forces_ev_per_angstrom": [[-0.04, 0.23, -0.57], [0.00, 0.52, -2.31], [1.26, 0.00, 0.21], [0.79, -0.68, 0.25], [0.51, -0.89, 0.85], [-4.19, 0.86, -3.28], [0.94, -0.10, -0.60], [-0.99, -1.59, 2.30], [-0.23, 0.81, -0.01], [-0.30, 0.47, 0.44], [2.24, 0.36, 2.73]], "energy_ha": -1329.27534, "largest_force_ev_per_a": 5.4}